{"formula": "C2H7N2O", "method": "ωB97M-V/def2-TZVPD", "species": ["C", "C", "N", "N", "O", "H", "H", "H", "H", "H", "H", "H"], "positions_angstrom": [[-0.7124, 0.7821, 1.6556], [-0.0983, 0.3305, -1.4802], [1.1013, -1.0044, -0.1310], [0.5745, 0.2160, -0.2052], [0.5623, -2.0423, -0.8297], [-0.1841, -0.0313, 2.1113], [-0.3669, 1.7251, 2.0580], [-1.7964, 0.5840, 1.6175], [0.6240, -0.3294, -2.2157], [-0.9911, -0.3561, -1.4543], [-0.2295, 1.3423, -1.9489], [1.5165, -1.2164, 0.8225]], "forces_ev_per_a": [[-0.631, -0.563, -0.228], [1.144, -2.647, -1.944], [-0.895, -0.688, 0.222], [1.322, 0.755, 0.113], [0.870, 0.499, 1.356], [0.239, -0.514, 0.202], [-0.187, 0.387, -0.218], [0.354, 0.384, 0.051], [-1.717, 1.711, 1.215], [0.346, 1.126, -0.401], [-0.075, -0.742, 1.192], [-0.769, 0.293, -1.560]], "mulliken_charge": [-0.7477, -0.6303, -0.0482, -0.3302, -0.7177, 0.0929, 0.1935, 0.1924, 0.2303, 0.2146, 0.3025, 0.2479], "molar_mass_g_mol": 75.09, "total_energy_ha": -264.94971, "spin_multiplicity": 1, "lumo_ev": [4.7, 4.6], "total_charge": -1, "gap_ev": [6.55, 5.87]}


{"formula": "C4H7NOP", "method": "ωB97M-V/def2-TZVPD", "species": ["C", "C", "C", "C", "N", "O", "P", "H", "H", "H", "H", "H", "H", "H"], "positions_angstrom": [[-2.0259, 0.1796, -2.3787], [-1.1870, 0.0068, -1.5426], [0.7019, 1.0728, -0.4097], [-0.1782, -0.1778, -0.5070], [-0.8207, -0.5786, 0.7126], [-1.8298, 0.7314, 1.2456], [-0.3502, 0.0559, 2.2143], [-2.7810, 0.3229, -3.0936], [0.1198, 1.8491, 0.0862], [1.5769, 0.8488, 0.1987], [1.0095, 1.4232, -1.3976], [0.4433, -1.0465, -0.7900], [0.6139, -1.1310, 2.5014], [-1.2636, -0.6504, 3.0056]], "forces_ev_per_a": [[0.208, -0.060, 0.053], [-0.193, -0.097, -0.189], [0.036, 0.026, -0.066], [0.580, 0.275, -0.016], [-2.641, 1.736, 0.608], [1.997, -2.287, -1.221], [0.452, -0.095, 0.831], [-0.351, 0.086, -0.328], [0.018, 0.023, -0.036], [0.074, 0.078, -0.010], [0.047, -0.061, 0.015], [-0.074, 0.194, -0.006], [-0.029, 0.291, -0.111], [-0.123, -0.110, 0.478]], "mulliken_charge": [0.1215, -0.7451, -1.5377, 0.5654, -0.2496, -0.6076, -0.2239, 0.4313, 0.3875, 0.3849, 0.4037, 0.1331, -0.0447, -0.0190], "molar_mass_g_mol": 116.08, "total_energy_ha": -627.79674, "spin_multiplicity": 1, "lumo_ev": 4.0, "total_charge": -1, "gap_ev": 6.94}


{"formula": "C10H16", "method": "ωB97M-V/def2-TZVPD", "species": ["C", "C", "C", "C", "C", "C", "C", "C", "H", "H", "H", "H", "H", "H", "H", "H", "H", "H", "C", "C", "H", "H", "H", "H", "H", "H"], "positions_angstrom": [[0.2945, 2.1697, -0.3854], [-1.0634, 1.6305, -0.8124], [0.8788, 1.3216, 0.7480], [1.3057, 1.9120, 1.9573], [0.8763, -0.0649, 0.8660], [1.4991, 1.2224, 3.1384], [0.9362, -0.8054, 2.0142], [1.3356, -0.1685, 3.1991], [1.0444, 2.3424, -1.1698], [0.2450, 3.1842, 0.0114], [-1.1801, 1.8731, -1.8694], [1.4032, 2.9962, 1.9219], [0.4965, -0.5700, -0.0261], [1.5729, 1.8990, 3.9861], [0.6204, -1.8408, 2.0970], [1.3655, -0.6769, 4.1559], [-1.8340, 2.0723, -0.1681], [-1.1749, 0.5576, -0.7286], [-1.3056, -3.0361, -2.0715], [-0.7876, -1.7200, -2.6442], [-0.5310, -3.5918, -1.5441], [-2.1964, -3.0101, -1.4427], [-1.5572, -3.7438, -2.8736], [-0.4601, -1.7031, -3.6778], [-1.6573, -1.0567, -2.7175], [-0.1265, -1.1930, -1.9641]], "forces_ev_per_a": [[1.447, -0.488, 0.950], [0.077, 0.642, -0.417], [1.056, 0.064, 2.218], [-0.483, 0.813, -1.481], [-2.129, -0.318, -2.769], [-0.195, 0.096, 0.023], [1.032, 0.188, 1.957], [-0.639, 0.857, -0.290], [-0.342, -0.749, -0.323], [-0.501, 0.011, 0.181], [-0.619, 0.141, 0.108], [-0.094, -0.033, 0.458], [0.221, -0.264, 0.193], [0.540, -0.661, 0.336], [0.331, 0.009, -0.542], [0.019, -0.070, -0.140], [0.001, -0.019, -0.461], [0.274, -0.191, 0.066], [0.551, -1.321, -0.804], [-1.768, 0.867, 0.415], [0.089, 0.184, 0.313], [0.190, 0.521, 0.079], [-0.140, 0.299, -0.055], [0.676, -0.578, 0.088], [-0.025, 0.143, 0.109], [0.431, -0.146, -0.213]], "mulliken_charge": [-0.5996, -0.9624, 0.6595, -0.6473, 0.0683, -0.4048, -0.3536, -0.5749, 0.3725, 0.3387, 0.2633, 0.2885, 0.0037, 0.3008, 0.3685, 0.3669, 0.3330, 0.1937, -0.9872, -0.6068, 0.2835, 0.3028, 0.3375, 0.3949, 0.2013, 0.0590], "smiles": "CCc1ccccc1.CC", "molar_mass_g_mol": 136.24, "total_energy_ha": -390.59234, "spin_multiplicity": 1, "lumo_ev": 1.0, "total_charge": 0, "gap_ev": 9.93}


{"formula": "C2H3FO2S", "method": "ωB97M-V/def2-TZVPD", "species": ["C", "C", "O", "O", "F", "S", "H", "H", "H"], "positions_angstrom": [[-1.0923, -0.0745, -0.4227], [-0.7486, 0.4903, 0.7102], [1.7786, -1.1762, 0.8803], [1.9007, -0.3636, -1.3679], [-0.2386, 1.7515, 0.4486], [1.7881, -0.0087, 0.0176], [-1.5878, -1.0593, -0.5086], [-0.9625, 0.4232, -1.3955], [-0.8376, 0.0172, 1.6381]], "forces_ev_per_a": [[-1.277, -1.447, -1.296], [-0.492, 1.180, -3.441], [0.079, 1.286, 0.048], [0.004, 0.786, -0.164], [-0.105, -0.251, 1.978], [0.918, -2.453, -0.025], [0.567, 0.558, 0.467], [0.019, -0.029, 0.716], [0.288, 0.371, 1.717]], "mulliken_charge": [-0.4489, -0.2059, -0.4144, -0.3967, -0.2451, 0.7853, 0.2232, 0.2799, 0.4226], "molar_mass_g_mol": 110.11, "total_energy_ha": -726.47169, "spin_multiplicity": 1, "lumo_ev": -0.9, "total_charge": 0, "gap_ev": 9.83}


{"formula": "C16H18DyN3O2S", "method": "ωB97M-V/def2-TZVPD", "species": ["Dy", "O", "C", "N", "C", "C", "C", "C", "C", "C", "N", "C", "C", "C", "C", "C", "N", "H", "H", "H", "H", "H", "H", "H", "H", "H", "H", "O", "S", "C", "C", "C", "C", "H", "H", "H", "H", "H", "H", "H", "H"], "positions_angstrom": [[-0.4729, -0.5528, -0.0841], [-0.9537, 1.2268, -1.1855], [0.3232, 1.5031, -0.9301], [0.7586, 1.7625, 0.2522], [-0.1631, 2.4147, 1.1997], [-0.8457, 1.5597, 2.2453], [-1.4645, 2.2041, 3.3134], [-2.1145, 1.4483, 4.2645], [-2.1519, 0.0595, 4.1452], [-1.5419, -0.5061, 3.0544], [-0.8980, 0.2283, 2.1208], [1.2867, 0.8815, -1.9114], [2.1439, 1.5466, -2.7562], [2.9391, 0.7637, -3.5860], [2.8664, -0.6190, -3.5220], [1.9942, -1.2032, -2.6217], [1.2108, -0.4583, -1.8313], [-0.9349, 2.9791, 0.6697], [0.4430, 3.1380, 1.7455], [-1.4164, 3.2817, 3.3959], [-2.5934, 1.9311, 5.1067], [-2.6348, -0.5645, 4.8830], [-1.5417, -1.5786, 2.8997], [2.1893, 2.6257, -2.7714], [3.6222, 1.2300, -4.2841], [3.4772, -1.2459, -4.1554], [1.9197, -2.2779, -2.5243], [-2.5097, -1.2186, -0.2864], [-3.7353, -0.2298, -0.0472], [-4.4311, 0.0691, -1.6714], [-5.9370, 0.0077, -1.4238], [-6.1727, -1.2503, -0.5884], [-5.0829, -1.3050, 0.4994], [-4.0945, -0.7658, -2.2910], [-4.0325, 1.0043, -2.0572], [-6.4626, -0.0245, -2.3774], [-6.2917, 0.9047, -0.9117], [-6.0875, -2.1408, -1.2105], [-7.1568, -1.2607, -0.1260], [-4.6169, -2.2829, 0.6246], [-5.3974, -0.9385, 1.4749]], "forces_ev_per_a": [[-0.476, -0.984, 0.246], [0.513, 0.246, 0.029], [-0.386, 0.083, -0.203], [0.119, 0.313, 0.200], [0.113, -0.016, -0.023], [-0.067, 0.293, -0.001], [0.099, -0.148, 0.027], [-0.120, 0.034, 0.182], [0.068, -0.029, -0.100], [0.082, 0.016, 0.037], [0.159, -0.059, -0.313], [0.132, 0.441, 0.015], [0.009, -0.205, -0.013], [0.127, 0.073, -0.126], [-0.076, -0.103, 0.071], [0.096, 0.163, -0.029], [-0.151, -0.229, 0.040], [-0.054, -0.047, -0.037], [0.018, 0.029, -0.021], [0.016, -0.009, -0.013], [0.016, 0.001, -0.004], [-0.021, 0.026, 0.003], [-0.026, -0.030, 0.055], [-0.022, 0.004, 0.004], [-0.014, 0.031, 0.024], [0.017, 0.032, -0.010], [-0.015, -0.011, -0.001], [-0.513, 0.624, 0.152], [0.647, -0.445, -0.039], [-0.100, -0.101, -0.065], [-0.049, 0.112, -0.153], [0.092, -0.124, 0.179], [0.000, -0.046, -0.089], [0.015, 0.026, 0.001], [-0.080, 0.041, 0.007], [0.003, -0.055, 0.007], [0.070, -0.018, 0.077], [-0.041, 0.039, -0.054], [-0.027, 0.010, -0.045], [-0.095, -0.024, 0.025], [-0.076, 0.045, -0.041]], "mulliken_charge": [1.4965, -0.5384, 0.1632, -0.5186, -0.5934, 0.7079, -0.6697, -0.2754, -0.7568, -0.2245, -0.2141, 0.4803, -0.5069, -0.2953, -0.6709, -0.2862, -0.1665, 0.3172, 0.5621, 0.4458, 0.4560, 0.4591, 0.4578, 0.4720, 0.4567, 0.4190, 0.4358, -0.6121, 0.6485, -0.7194, -0.6092, -0.6401, -0.5533, 0.3509, 0.4455, 0.3643, 0.3162, 0.3243, 0.3343, 0.3420, 0.3955], "molar_mass_g_mol": 478.91, "total_energy_ha": -2218.02706, "spin_multiplicity": 6, "s2": 9.34, "lumo_ev": [-6.7, -6.7], "total_charge": 2, "gap_ev": [9.07, 9.07]}


{"formula": "C27H31F5N4O2PS", "method": "ωB97M-V/def2-TZVPD", "species": ["C", "C", "N", "C", "C", "C", "C", "C", "C", "C", "C", "C", "C", "C", "C", "C", "C", "C", "C", "F", "F", "C", "F", "F", "F", "N", "C", "S", "C", "P", "N", "N", "H", "H", "H", "H", "H", "H", "H", "H", "H", "H", "H", "H", "H", "H", "H", "H", "H", "H", "H", "H", "H", "H", "H", "H", "H", "H", "H", "C", "C", "C", "O", "C", "C", "C", "O", "H", "H", "H", "H"], "positions_angstrom": [[-0.4574, -0.1768, 2.1800], [1.0197, -0.6051, 1.5998], [1.8696, -1.2441, 2.5112], [1.5936, -0.3130, 0.0919], [0.5024, -0.5415, -1.1180], [1.4690, -0.6495, -2.4380], [1.1806, 0.4652, -3.6051], [1.7854, 1.9594, -3.3063], [1.6174, 2.8282, -1.9262], [2.2275, 4.3708, -1.7187], [3.0480, 5.1219, -2.9358], [3.2639, 4.2396, -4.3250], [2.6554, 2.6958, -4.5294], [-0.8678, 0.3603, -1.1660], [-2.1344, -0.7054, -1.3956], [-3.5154, -0.0901, -0.7608], [-4.0026, 1.1191, -1.8085], [-5.2223, 2.0403, -1.2154], [-4.7793, 2.8945, 0.1370], [-5.1129, 2.0741, 1.3412], [-3.3078, 3.2286, 0.1317], [-5.5472, 4.3777, 0.2082], [-6.8639, 4.3591, -0.5126], [-5.8684, 4.5749, 1.6691], [-4.6641, 5.4823, -0.3234], [-2.1102, -0.8493, -2.9068], [-3.0709, -1.7766, -3.3287], [-4.6518, -2.3596, -3.7399], [-1.5019, -2.1006, -0.8079], [-2.2914, -3.7646, -0.3039], [-3.3528, -4.3666, -1.3824], [-0.1180, -1.8997, -0.7281], [-0.4409, -0.3249, 3.3629], [-0.5711, 0.9955, 2.0236], [-1.2945, -0.8019, 1.6526], [2.7917, -1.4497, 2.0655], [2.4772, -1.0944, -0.0837], [2.1191, 0.7570, 0.0639], [2.6200, -0.6477, -2.2137], [1.2393, -1.7119, -2.9316], [1.7176, 0.0842, -4.6009], [0.0296, 0.5170, -3.8826], [1.0441, 2.3860, -1.0068], [2.0201, 4.9183, -0.6874], [3.4459, 6.2281, -2.7883], [3.8727, 4.7322, -5.2259], [2.8783, 2.1860, -5.5623], [-1.0532, 1.1027, -2.0598], [-1.0567, 1.0853, -0.2365], [-4.4063, -0.8771, -0.6868], [-3.3938, 0.3441, 0.3389], [-3.1090, 1.8305, -2.0729], [-4.3734, 0.6391, -2.8092], [-5.4653, 2.8562, -2.0478], [-6.2033, 1.4159, -1.0796], [-3.0122, -3.6122, 0.9551], [-1.2363, -4.7755, -0.1812], [-3.0279, -5.2945, -1.7468], [0.3630, -2.7503, -0.3545], [3.6503, -2.7360, 5.4081], [3.9253, -3.0794, 6.6702], [5.2314, -3.6602, 7.0390], [5.4831, -3.9766, 8.1935], [6.2219, -3.8452, 5.9599], [5.9470, -3.5019, 4.6978], [4.6409, -2.9211, 4.3291], [4.3891, -2.6047, 3.1745], [2.6971, -2.3095, 5.1206], [3.2096, -2.9492, 7.4731], [7.1751, -4.2717, 6.2475], [6.6627, -3.6320, 3.8949]], "forces_ev_per_a": [[1.430, 0.632, 0.253], [2.858, -2.075, 3.206], [-3.660, 2.879, -4.378], [0.050, 0.128, 0.978], [1.196, 0.501, 0.893], [-0.736, -0.822, -1.802], [0.294, 0.431, -0.592], [1.905, 3.932, 0.006], [1.763, 1.617, -2.626], [0.495, -1.770, -3.662], [-1.888, -4.608, -0.055], [-1.800, -1.384, 2.487], [-0.364, 2.695, 3.652], [-1.328, 0.822, -0.095], [1.297, 0.652, 1.243], [-0.954, 0.248, -0.427], [-0.067, 0.092, 0.347], [0.712, 0.737, -0.712], [0.329, -0.728, -0.212], [1.347, 2.706, -3.382], [-4.249, -1.329, 0.298], [-1.055, 1.148, 1.634], [4.827, 0.253, 2.389], [1.127, -0.001, -5.235], [-3.619, -4.024, 1.988], [-5.367, -6.014, -1.277], [-1.387, 3.902, 1.045], [6.064, 1.786, 1.180], [4.340, 3.301, 0.194], [-2.358, -2.990, -2.118], [1.885, 0.445, 1.302], [-5.048, -1.881, -0.406], [-0.043, -0.024, -2.807], [-0.081, -2.548, 0.071], [1.431, 1.408, 1.101], [-0.785, 0.133, 0.363], [-2.014, 1.640, 0.378], [-1.428, -2.237, -0.174], [-2.414, 0.152, 0.014], [0.468, 2.262, 0.967], [-1.083, 0.838, 2.284], [2.400, -0.092, 0.759], [1.157, 0.918, -2.027], [0.527, -1.325, -2.496], [-0.891, -2.728, -0.483], [-1.541, -1.273, 2.242], [-0.607, 0.962, 2.346], [1.214, -1.673, 1.528], [0.643, -2.112, -1.670], [2.058, 1.460, -0.350], [0.183, -0.952, -2.434], [-1.705, -1.420, 0.619], [0.654, 0.886, 1.978], [0.556, -1.713, 1.850], [1.963, 1.331, 0.274], [1.224, 0.670, -0.653], [-0.177, 1.530, 0.593], [-0.207, 1.307, 0.264], [0.347, 1.336, -0.544], [-0.170, -0.017, 0.413], [-0.295, 0.176, -0.346], [0.222, -0.277, 1.053], [-0.199, 0.245, -0.910], [0.149, 0.029, -0.485], [0.263, -0.159, 0.275], [-0.119, 0.157, -0.505], [0.249, -0.202, 0.432], [0.030, 0.018, -0.072], [0.053, -0.019, -0.001], [-0.037, 0.011, 0.027], [-0.039, 0.018, 0.010]], "mulliken_charge": [-0.6226, 0.2181, -0.4551, -0.9508, 0.8664, -0.7926, -0.5615, 0.6207, 0.0767, -0.5259, -0.3866, -0.3578, -0.6365, -1.1462, 0.9711, -0.3168, -0.3494, -0.9646, 0.8299, -0.2986, -0.2818, 0.4766, -0.2267, -0.2344, -0.2118, -0.3685, 0.2118, -0.0084, -0.6543, 0.1249, -0.5879, 0.1601, 0.3344, 0.2369, -0.0053, 0.2101, 0.6077, 0.1497, 0.3124, 0.3473, 0.4135, 0.2245, 0.1154, 0.2826, 0.2954, 0.2731, 0.2346, 0.5331, -0.1092, 0.4680, 0.2550, 0.1651, 0.3513, 0.4010, 0.3607, 0.1921, 0.1513, 0.2258, 0.4065, -0.2082, -0.3363, 0.3049, -0.5329, -0.3786, -0.4367, 0.4073, -0.5398, 0.4405, 0.4145, 0.3997, 0.4151], "molar_mass_g_mol": 601.60, "total_energy_ha": -2654.79058, "spin_multiplicity": 1, "lumo_ev": -5.2, "total_charge": 1, "gap_ev": 5.50}